Entry 1:
{
  "formula": "C6H13NO",
  "method": "ωB97M-V with the def2-TZVPD basis set",
  "smiles": "C=C/C(=C/C)NC.O",
  "gap_ev": 8.623,
  "lumo_energy_ev": 0.76,
  "relative_energy_kj_mol": 255.7,
  "homo_energy_ev": -7.86,
  "elements": ["C", "N", "C", "C", "C", "C", "C", "H", "H", "H", "H", "H", "H", "H", "H", "H", "H", "H", "H", "H", "O"],
  "positions_angstrom": [[-1.811277, 0.389430, -0.687051], [-1.028834, 0.876983, 0.413282], [0.361691, 0.674237, 0.507897], [1.007864, 0.754096, 1.683912], [0.350290, 0.892983, 3.023896], [2.148239, -0.335200, -0.917699], [1.110954, 0.492900, -0.741590], [-1.455866, 0.525654, -1.722659], [-2.763609, 0.913279, -0.712082], [-1.876557, -0.702676, -0.607374], [-1.363445, 1.766389, 0.746741], [2.047250, 0.457814, 1.690217], [0.009817, 1.917928, 3.182649], [1.012983, 0.499409, 3.789852], [-0.548524, 0.264548, 3.067635], [2.489469, -0.356255, -1.951801], [2.810621, -0.819291, -0.223374], [0.696191, 0.969377, -1.622541], [-1.534020, -2.024757, -2.602053], [-1.770609, -3.418305, -2.068684], [-1.166509, -2.928524, -2.635920]],
  "forces_ev_per_angstrom": [[0.2, -0.6, -0.9], [0.0, 0.7, 0.1], [0.5, 0.7, 0.5], [-0.4, -0.9, -0.1], [-0.5, -0.5, -0.5], [0.1, 1.3, -1.5], [0.1, -1.4, 0.3], [0.6, 0.4, 0.3], [-0.3, -0.5, 0.4], [-0.6, 0.1, 0.1], [0.2, 0.0, 0.2], [0.2, 0.5, -0.2], [0.3, 0.0, 0.5], [0.1, 0.5, 0.3], [0.0, 0.1, -0.1], [0.3, -0.2, 0.2], [-0.5, -0.3, 0.6], [0.0, 0.0, 0.0], [0.4, -0.5, -0.1], [0.1, -0.2, 0.0], [-0.5, 0.7, 0.1]]
}

Entry 2:
{
  "formula": "C6H13NO",
  "method": "ωB97M-V with the def2-TZVPD basis set",
  "gap_ev": [7.914, 7.424],
  "lumo_energy_ev": [0.97, 0.94],
  "relative_energy_kj_mol": 437.7,
  "homo_energy_ev": [-6.94, -6.49],
  "elements": ["C", "C", "C", "C", "C", "N", "C", "O", "H", "H", "H", "H", "H", "H", "H", "H", "H", "H", "H", "H", "H"],
  "positions_angstrom": [[-1.625823, -1.197878, 0.049868], [0.942697, 0.148872, 2.229208], [-2.330463, -0.324342, -0.936798], [0.983856, -0.619152, -1.274877], [0.058205, 0.136798, 1.018075], [1.473059, 1.738110, -0.110290], [0.480008, 0.712696, -0.257900], [-0.886158, -0.769593, 1.058004], [-2.173489, -2.082407, 0.366681], [2.328371, 1.388104, 0.302916], [1.690050, 2.175649, -0.996594], [-0.342959, 1.119679, -0.843261], [1.229372, 1.171067, 2.482841], [0.410011, -0.296201, 3.068614], [1.860419, -0.435107, 2.075010], [-3.194458, -0.860739, -1.328272], [-2.685189, 0.611399, -0.482281], [-1.709406, -0.049358, -1.793041], [1.435405, -0.054723, -2.088209], [1.764591, -1.199578, -0.802847], [0.291900, -1.313296, -1.736847]],
  "forces_ev_per_angstrom": [[-1.5, -0.9, -0.4], [-0.3, 0.1, -0.2], [0.4, 0.2, 0.0], [0.2, 2.1, 0.5], [0.2, 0.8, 0.8], [0.1, -0.1, 0.1], [0.0, -2.2, -1.7], [0.8, -0.3, 0.2], [0.1, 0.2, 0.0], [0.0, 0.0, -0.1], [0.0, -0.1, 0.1], [0.0, 0.1, 0.1], [0.0, -0.1, 0.1], [0.0, 0.1, 0.0], [0.0, 0.0, 0.0], [0.0, 0.0, 0.1], [0.0, -0.1, 0.0], [0.0, 0.1, -0.1], [0.2, 0.0, -0.2], [0.2, 0.0, 0.4], [-0.6, 0.2, 0.4]]
}

Entry 3:
{
  "formula": "C6H13NO",
  "method": "ωB97M-V with the def2-TZVPD basis set",
  "smiles": "C=C(C)C[C@@H](N)CO",
  "gap_ev": 10.146,
  "lumo_energy_ev": 0.88,
  "relative_energy_kj_mol": 145.3,
  "homo_energy_ev": -9.26,
  "elements": ["C", "O", "C", "C", "C", "C", "C", "N", "H", "H", "H", "H", "H", "H", "H", "H", "H", "H", "H", "H", "H"],
  "positions_angstrom": [[-0.575400, 1.290157, -0.858230], [-0.030640, 2.605634, -0.981439], [0.512848, 0.223692, -0.971289], [0.185109, -1.071844, -0.213128], [-0.342955, -0.893265, 1.179738], [-1.570748, -1.176723, 1.589559], [0.656211, -0.350393, 2.167605], [0.708748, -0.131293, -2.378276], [-1.020187, 1.227631, 0.131119], [-1.332209, 1.089435, -1.622277], [-0.171925, 2.906744, -1.881180], [1.421108, 0.676338, -0.541737], [-0.567138, -1.595115, -0.807564], [1.079748, -1.701341, -0.184188], [-1.861046, -1.039134, 2.621205], [-2.319089, -1.532665, 0.887531], [1.624700, -0.862316, 2.109157], [0.300644, -0.433849, 3.201671], [0.866805, 0.697405, 1.957724], [1.586952, -0.643186, -2.480946], [0.848465, 0.714090, -2.925054]],
  "forces_ev_per_angstrom": [[0.3, -0.3, 0.1], [-0.1, -0.1, -0.2], [0.3, 0.1, 0.2], [-0.8, 0.0, -0.3], [0.8, 0.1, 0.7], [-0.2, -0.1, -0.6], [0.2, -0.1, 0.3], [0.5, 0.1, -0.2], [-0.2, 0.1, 0.0], [-0.1, 0.1, 0.1], [0.0, 0.1, 0.0], [-0.1, 0.0, 0.1], [0.0, -0.1, -0.1], [0.0, 0.0, 0.0], [-0.1, 0.0, 0.0], [0.0, -0.1, 0.1], [-0.2, -0.1, -0.1], [0.0, 0.1, -0.3], [0.0, 0.2, 0.0], [-0.3, 0.0, 0.0], [0.0, 0.0, 0.0]]
}

Entry 4:
{
  "formula": "C6H13NO",
  "method": "ωB97M-V with the def2-TZVPD basis set",
  "smiles": "CC(=O)N(C)C(C)C",
  "gap_ev": 10.200,
  "lumo_energy_ev": 0.88,
  "relative_energy_kj_mol": 71.8,
  "homo_energy_ev": -9.32,
  "elements": ["C", "C", "N", "C", "C", "C", "C", "O", "H", "H", "H", "H", "H", "H", "H", "H", "H", "H", "H", "H", "H"],
  "positions_angstrom": [[2.118391, -0.202677, -1.358168], [1.214329, 0.890222, -0.860493], [0.354461, 0.720044, 0.239123], [-0.635022, 1.788353, 0.334428], [-0.545826, -0.911805, 1.862806], [-0.231820, -0.610896, 0.419304], [-1.413847, -0.910365, -0.481597], [1.331498, 1.989841, -1.360033], [1.994371, -1.161493, -0.845769], [3.151281, 0.138382, -1.261567], [1.979136, -0.486375, -2.404783], [-0.132101, 2.726890, 0.551761], [-1.241540, 1.636631, 1.211146], [-1.290549, 1.872187, -0.529789], [0.267042, -0.663335, 2.517361], [-1.489901, -0.408574, 2.097847], [-0.766363, -1.983026, 1.913482], [0.549044, -1.309461, 0.156341], [-2.412384, -0.691321, -0.099172], [-1.290977, -0.429853, -1.453586], [-1.509220, -1.993369, -0.648643]],
  "forces_ev_per_angstrom": [[0.2, -1.4, 0.3], [0.0, 0.7, 0.3], [-0.3, -0.5, -1.4], [0.5, 0.5, 0.8], [-1.2, -0.3, -0.5], [0.6, -0.4, 0.3], [-0.5, -0.7, -0.6], [-0.1, 0.2, -0.2], [0.4, 0.3, 0.2], [-0.2, 0.0, 0.1], [-0.3, 0.7, 0.0], [0.0, 0.1, -0.5], [-0.3, -0.4, 0.3], [0.2, 0.1, -0.2], [0.2, 0.2, 0.4], [0.3, 0.1, 0.5], [0.1, 0.1, 0.3], [0.1, -0.1, -0.1], [0.2, 0.7, 0.3], [-0.1, -0.1, 0.0], [0.4, 0.2, -0.1]]
}

Entry 5:
{
  "formula": "C6H13NO",
  "method": "ωB97M-V with the def2-TZVPD basis set",
  "smiles": "C[C@H]1OC(C)(C)[C@@H]1N",
  "gap_ev": 9.829,
  "lumo_energy_ev": 0.95,
  "relative_energy_kj_mol": 137.6,
  "homo_energy_ev": -8.88,
  "elements": ["C", "C", "C", "O", "H", "H", "H", "H", "H", "H", "C", "N", "C", "C", "H", "H", "H", "H", "H", "H", "H"],
  "positions_angstrom": [[-1.247402, 1.645508, -0.372632], [-1.643187, -0.319863, 1.156231], [-0.788757, 0.254096, 0.037189], [-0.670109, -0.621201, -1.072928], [-0.656124, 2.014303, -1.208626], [-1.176427, 2.343123, 0.460807], [-2.283678, 1.584319, -0.701076], [-2.672453, -0.404052, 0.810436], [-1.610008, 0.324633, 2.032967], [-1.294007, -1.314117, 1.425797], [1.288347, -2.138064, -0.681084], [1.641936, 1.355837, 0.342201], [0.815663, 0.183041, 0.370194], [0.845251, -0.705643, -0.846393], [1.530128, 1.867983, -0.525682], [1.415115, 1.981257, 1.107541], [0.990878, -0.351123, 1.305425], [1.310070, -0.237690, -1.720160], [0.781012, -2.601106, 0.162331], [1.060323, -2.707130, -1.578766], [2.363431, -2.154107, -0.503769]],
  "forces_ev_per_angstrom": [[0.0, -0.5, -0.1], [0.0, 0.0, -0.5], [1.2, 1.0, 1.5], [2.1, -0.4, 0.2], [0.0, 0.1, 0.0], [0.0, 0.1, 0.0], [-0.1, 0.1, 0.0], [-0.2, 0.0, 0.1], [0.0, 0.0, 0.1], [0.0, -0.1, 0.1], [0.0, 0.3, -0.1], [0.1, 0.1, -0.1], [-2.1, 0.2, 0.0], [-1.4, -0.6, -1.2], [0.0, 0.0, 0.1], [0.1, 0.0, -0.1], [0.0, -0.1, 0.0], [0.1, 0.0, 0.1], [0.0, 0.0, 0.1], [0.0, -0.1, -0.1], [0.1, -0.1, 0.0]]
}

Entry 6:
{
  "formula": "C6H13NO",
  "method": "ωB97M-V with the def2-TZVPD basis set",
  "charge": 1,
  "gap_ev": [11.985, 7.324],
  "lumo_energy_ev": [-3.38, -7.93],
  "relative_energy_kj_mol": 228.5,
  "homo_energy_ev": [-15.37, -15.25],
  "multiplicity": 2,
  "elements": ["C", "C", "N", "C", "C", "C", "C", "O", "H", "H", "H", "H", "H", "H", "H", "H", "H", "H", "H", "H", "H"],
  "positions_angstrom": [[-1.828452, 0.233964, -0.329683], [-1.124316, -0.672994, 0.652626], [0.334052, -0.717703, 0.624937], [0.933711, 0.596797, 0.752952], [0.295591, 1.588843, 1.750013], [0.714505, -1.591533, -0.539512], [0.828318, -0.694720, -1.779111], [-1.683478, -1.500287, 1.253814], [-1.065870, 0.540871, -1.065861], [-2.152878, 1.144459, 0.184588], [-2.710648, -0.078826, -0.861799], [1.997748, 0.564164, 1.008521], [0.865395, 0.914441, -0.331103], [-0.211978, 1.066538, 2.607524], [1.036726, 2.243680, 2.267097], [-0.472741, 2.296298, 1.449040], [1.712462, -2.099065, -0.404095], [0.013334, -2.489458, -0.752287], [0.013303, -0.936295, -2.486613], [0.795672, 0.467691, -1.626221], [1.709544, -0.876864, -2.374827]],
  "forces_ev_per_angstrom": [[1.8, 2.0, -0.2], [-1.9, -0.4, -1.2], [-0.1, 0.7, -1.8], [0.5, 1.0, 0.5], [-0.5, -0.2, 2.0], [1.1, -1.4, 0.0], [-0.8, 1.5, -1.9], [-0.8, -1.5, 1.8], [-0.8, 0.2, 0.2], [0.2, 0.0, 0.1], [-0.1, -1.1, 0.3], [0.0, -0.6, -0.4], [0.3, 0.4, 1.7], [0.6, 0.1, -0.7], [-0.1, -0.8, -0.7], [0.0, -0.2, -0.9], [-0.8, 0.9, 0.5], [0.6, 1.9, 1.0], [0.2, 0.2, 0.4], [0.1, -2.6, -0.7], [0.5, -0.2, 0.2]]
}